Record 1
ORCA calculation (wB97M-V/def2-TZVPD) on a molecular structure, C16H31HfNP2 in a non-equilibrium geometry.

- Charge: +2
- Orbital gap (spin up / spin down): 5.888 / 5.888 eV
- HOMO (spin up / spin down): -0.5015 / -0.5016 Ha

Each line ends with the natural charge from an NBO analysis.
Positions of all 51 atoms, in Å:
P (0.626, 4.543, 1.066)  0.998
P (-2.856, 4.408, -0.496)  1.648
C (-0.674, 5.824, 0.575)  -0.776
C (-2.199, 5.549, 0.674)  -0.800
H (-0.338, 6.162, -0.422)  0.272
H (-0.512, 6.675, 1.259)  0.283
H (-2.555, 5.218, 1.678)  0.219
H (-2.727, 6.467, 0.382)  0.305
C (-3.183, 5.488, -1.970)  -0.904
H (-3.671, 4.973, -2.812)  0.293
H (-2.327, 6.052, -2.353)  0.274
H (-3.913, 6.207, -1.571)  0.271
C (-4.521, 3.787, -0.198)  -0.965
H (-5.217, 4.495, -0.650)  0.281
H (-4.623, 3.737, 0.887)  0.258
H (-4.657, 2.789, -0.646)  0.290
C (1.758, 5.963, 1.551)  -0.924
H (2.626, 5.616, 2.104)  0.271
H (1.277, 6.742, 2.144)  0.217
H (2.092, 6.443, 0.636)  0.243
C (-0.121, 4.738, 3.450)  -1.031
H (-1.123, 4.434, 3.910)  0.152
H (-0.097, 5.827, 3.435)  0.274
H (0.715, 4.358, 4.049)  0.313
Hf (-1.125, 3.185, 2.242)  1.716
C (-2.154, 2.688, -2.630)  -0.306
C (-1.147, 3.322, -3.335)  -0.051
C (-0.248, 4.356, -2.779)  -0.450
C (1.248, 3.930, -2.835)  -0.499
C (1.988, 4.361, -1.594)  0.074
C (1.716, 3.920, -0.368)  -0.751
C (-1.999, 2.886, -0.108)  -0.894
C (-1.762, 1.989, -1.363)  -0.421
C (-1.790, 1.124, 2.997)  -1.230
H (-3.217, 2.608, -2.869)  0.229
H (-0.886, 2.836, -4.291)  0.248
H (-0.553, 4.543, -1.731)  0.169
H (-0.351, 5.272, -3.371)  0.264
H (1.306, 2.840, -3.039)  0.260
H (1.719, 4.387, -3.719)  0.251
H (2.930, 4.884, -1.791)  0.236
H (1.972, 2.872, -0.096)  0.299
H (-0.901, 3.056, 0.146)  0.289
H (-2.471, 2.350, 0.721)  0.264
H (-0.646, 1.843, -1.313)  0.244
H (-2.200, 1.000, -1.201)  0.280
H (-2.826, 0.887, 2.709)  0.233
H (-1.773, 0.984, 4.090)  0.282
H (-1.198, 0.271, 2.629)  0.286
N (1.769, 1.297, 2.326)  -0.295
C (0.797, 1.940, 2.238)  -0.192

***

Record 2
ORCA calculation (wB97M-V/def2-TZVPD) on a molecular structure, C16H31N2OPSiW in a non-equilibrium geometry.

- ⟨S²⟩: 2.051
- Orbital gap (spin up / spin down): 6.042 / 7.204 eV
- Multiplicity: 3
- HOMO (spin up / spin down): -0.2356 / -0.2805 Ha

Each line ends with the Löwdin spin population.
Positions of all 53 atoms, in Å:
W (-0.457, 0.126, 0.055)  1.556
Si (-2.550, -1.000, -0.646)  0.107
P (0.042, 0.822, -2.212)  0.086
N (-0.389, 1.797, 0.782)  -0.069
H (0.339, -1.300, 0.034)  0.035
C (1.552, 1.674, -2.738)  0.015
H (1.368, 2.194, -3.700)  0.001
H (2.359, 0.935, -2.864)  0.000
H (1.865, 2.415, -1.988)  0.001
C (-0.263, -0.288, -3.622)  0.006
H (-0.198, 0.284, -4.565)  0.001
H (-1.260, -0.739, -3.549)  0.001
H (0.496, -1.084, -3.632)  0.000
C (-1.230, 2.176, -2.373)  0.030
H (-1.208, 2.542, -3.415)  0.004
H (-0.989, 3.002, -1.682)  0.001
H (-2.235, 1.799, -2.131)  0.003
C (-2.429, -2.823, -1.267)  0.032
H (-1.837, -3.480, -0.613)  0.000
H (-1.937, -2.833, -2.250)  0.000
H (-3.406, -3.319, -1.406)  0.004
H (-3.595, -0.987, 0.484)  0.005
H (-3.219, -0.300, -1.799)  0.007
C (-0.907, 2.933, 1.339)  0.015
C (-0.717, 5.079, 2.442)  0.003
C (-0.113, 3.915, 1.971)  -0.017
C (-2.306, 3.126, 1.249)  -0.012
C (-2.885, 4.293, 1.730)  0.003
C (-2.103, 5.275, 2.349)  -0.020
H (-0.113, 5.854, 2.904)  0.001
H (0.959, 3.739, 2.038)  0.000
H (-2.895, 2.336, 0.767)  0.004
H (-3.957, 4.422, 1.625)  0.001
H (-2.581, 6.178, 2.742)  -0.001
C (3.044, -2.487, -1.949)  0.000
O (3.450, -1.856, -2.902)  0.000
C (3.472, -2.266, -0.505)  0.001
H (4.171, -3.024, -0.114)  0.000
H (2.568, -2.347, 0.115)  0.000
H (3.863, -1.262, -0.325)  0.001
C (1.801, -3.361, -1.994)  0.001
H (1.639, -3.720, -3.017)  0.000
H (0.964, -2.695, -1.686)  0.002
H (1.875, -4.206, -1.293)  0.000
C (-0.524, -3.594, 4.249)  0.005
C (-0.485, -2.062, 4.029)  0.026
C (-0.392, -1.630, 2.642)  0.141
N (-0.787, -0.952, 1.756)  0.012
H (-1.436, -4.041, 3.829)  0.000
H (-0.526, -3.804, 5.328)  0.000
H (0.347, -4.097, 3.801)  0.000
H (-1.390, -1.608, 4.450)  0.004
H (0.370, -1.665, 4.596)  0.005

***

Record 3
ORCA calculation (wB97M-V/def2-TZVPD) on 2 unconnected molecules or ions with the total composition C16H31N3O9 in a non-equilibrium geometry.

- Orbital gap: 9.340 eV
- SMILES: NC(=O)[C@]1(O)O[C@H](CO)[C@@H](O)[C@H](O)[C@H]1O.CNC(=O)[C@H](CC(C)C)NC(C)=O
- HOMO: -0.3359 Ha

Each line ends with the natural charge from an NBO analysis.
Positions of all 59 atoms, in Å:
O (-2.444, 1.706, 2.634)  -0.670
O (2.021, 2.752, -0.276)  -0.598
O (-1.400, -2.660, 2.821)  -0.657
O (0.911, -2.954, -2.442)  -0.734
O (-0.312, 1.896, -1.488)  -0.735
O (0.750, -0.171, -1.644)  -0.528
O (1.358, 2.932, -3.608)  -0.729
O (-1.131, -1.046, -4.720)  -0.726
O (0.418, 1.127, -5.620)  -0.736
C (-2.346, 1.404, 1.452)  0.693
C (2.107, 1.764, -0.993)  0.637
C (-1.555, -1.441, 2.814)  0.665
N (3.307, 1.107, -0.923)  -0.818
N (-2.350, -0.833, 3.700)  -0.624
N (-1.609, 0.389, 0.991)  -0.604
C (-3.104, 2.206, 0.420)  -0.703
C (-3.090, -1.501, 4.767)  -0.411
C (2.009, -1.901, 2.177)  -0.614
C (2.584, 0.043, 3.601)  -0.594
C (-0.324, -2.297, -2.111)  -0.075
C (0.917, 1.245, -1.851)  0.434
C (-0.279, -0.798, -2.437)  0.065
C (1.235, 1.521, -3.340)  0.041
C (-0.029, -0.569, -3.938)  0.061
C (0.126, 0.928, -4.225)  0.049
C (1.426, -0.803, 3.070)  -0.218
C (0.442, 0.110, 2.314)  -0.400
C (-0.810, -0.594, 1.753)  -0.118
H (0.860, -3.902, -2.230)  0.482
H (-0.103, 2.845, -1.386)  0.511
H (1.762, 3.078, -4.481)  0.485
H (-0.989, -0.774, -5.647)  0.491
H (0.203, 2.042, -5.877)  0.482
H (3.293, 0.131, -1.206)  0.401
H (3.893, 1.390, -0.145)  0.415
H (-2.436, 0.175, 3.613)  0.435
H (-1.523, 0.339, -0.014)  0.409
H (-3.758, 1.544, -0.143)  0.224
H (-2.402, 2.690, -0.252)  0.231
H (-3.698, 2.966, 0.927)  0.241
H (-2.457, -2.251, 5.247)  0.214
H (-3.970, -1.995, 4.351)  0.198
H (-3.405, -0.768, 5.512)  0.206
H (2.769, -2.457, 2.725)  0.208
H (2.450, -1.463, 1.282)  0.191
H (1.223, -2.598, 1.889)  0.223
H (3.121, 0.504, 2.773)  0.193
H (2.196, 0.824, 4.255)  0.208
H (3.266, -0.585, 4.175)  0.206
H (-0.534, -2.424, -1.045)  0.179
H (-1.144, -2.761, -2.668)  0.194
H (-1.251, -0.366, -2.177)  0.192
H (2.179, 1.022, -3.585)  0.186
H (0.890, -1.091, -4.232)  0.190
H (-0.823, 1.421, -3.982)  0.190
H (0.925, -1.264, 3.920)  0.204
H (0.970, 0.587, 1.488)  0.208
H (0.119, 0.897, 2.997)  0.222
H (-0.453, -1.316, 1.018)  0.227

***

no.,DFT total energy (Eh)
1,-1412.70190
2,-1510.80337
3,-1469.75291